(1)
The following is a DFT calculation (wB97M-V/def2-TZVPD) of the ion C25H37N6O3 with charge +1.

XYZ file:
```
71
Properties=species:S:1:pos:R:3:forces:R:3
C -4.7031 -0.5873 1.8994 -0.1 -0.2 -0.1
H -3.9975 -0.7601 2.7100 0.1 0.0 0.1
H -5.6968 -0.4838 2.3273 -0.1 0.1 0.1
C -4.6651 -1.7343 0.8973 0.3 0.2 0.1
C -3.2837 -1.8826 0.2633 -0.3 -0.3 -0.1
C -3.2556 -2.9932 -0.7842 0.2 0.3 0.0
C -1.9353 -3.0736 -1.5506 -0.1 -0.2 0.3
C -0.7674 -3.5404 -0.6819 0.0 0.2 -0.4
C 0.5010 -3.7159 -1.5118 0.0 -0.1 0.3
H 0.3045 -4.4060 -2.3327 0.0 0.0 -0.1
H 0.7936 -2.7530 -1.9327 0.0 0.0 -0.1
C 1.6736 -4.2803 -0.6975 -0.6 -0.5 -1.0
N 2.1497 -3.2913 0.2510 0.5 0.4 0.3
C 3.0160 -2.3631 -0.1523 0.5 0.1 0.3
C 3.4299 -1.3456 0.6973 0.1 -0.3 0.3
C 2.9076 -1.2815 1.9772 0.1 -0.2 -0.5
C 1.9989 -2.2607 2.3765 0.0 -0.1 -0.2
C 1.6354 -3.2466 1.4907 -0.1 0.2 0.8
H 0.9360 -4.0226 1.7617 0.0 -0.1 -0.1
H 1.5768 -2.2495 3.3683 -0.1 -0.1 0.0
H 3.2030 -0.4964 2.6557 0.0 0.1 0.0
C 4.4495 -0.3626 0.1836 -0.2 -0.3 0.2
O 5.6117 -0.6878 0.0675 0.2 -0.2 0.0
N 3.9691 0.8638 -0.1050 0.0 0.2 -0.1
C 2.6134 1.2546 -0.0421 -0.3 0.1 0.1
C 2.3499 2.5652 0.3740 -0.3 -0.5 0.0
N 3.3381 3.3970 0.7304 -0.2 0.2 -0.1
H 3.0787 4.3356 0.9869 -0.1 -0.1 0.0
C 4.7296 3.0265 0.6425 0.4 -0.3 0.1
H 5.3213 3.9053 0.3813 0.0 -0.1 0.0
C 4.9065 1.9370 -0.4244 0.4 0.3 -0.1
C 4.6815 2.4620 -1.8377 0.0 -0.1 0.2
H 5.4533 3.1840 -2.0879 0.1 0.1 0.0
H 4.7353 1.6419 -2.5488 0.0 0.0 -0.1
H 3.7102 2.9416 -1.9332 -0.1 0.1 -0.1
H 5.9081 1.5045 -0.3464 -0.2 0.1 0.1
H 5.0826 2.6494 1.6110 0.0 0.1 -0.1
N 1.0958 3.0757 0.4238 -0.2 0.3 0.0
C 0.1197 2.3168 0.0237 0.6 -0.2 0.0
N 0.2940 1.0615 -0.4308 -0.4 0.0 -0.1
C 1.5486 0.4614 -0.5570 0.1 0.4 0.0
O 1.6116 -0.6574 -1.0691 -0.2 0.2 -0.3
H -0.5306 0.5709 -0.7924 0.2 0.1 0.1
N -1.1462 2.8454 0.0702 0.0 0.2 0.1
C -2.3074 2.2497 -0.3726 -0.3 0.2 0.1
O -2.3114 1.1349 -0.8484 0.0 -0.2 -0.2
C -3.5451 3.1038 -0.2279 -0.1 0.1 0.0
C -3.7424 3.5876 1.2099 0.0 -0.2 -0.1
H -3.7005 2.7562 1.9100 0.0 0.0 0.1
H -2.9943 4.3237 1.4968 0.1 0.1 0.1
H -4.7191 4.0555 1.2990 0.0 0.1 0.0
C -3.4760 4.2785 -1.2085 -0.1 -0.2 0.0
H -3.3427 3.9212 -2.2267 0.0 0.0 -0.1
H -2.6569 4.9524 -0.9660 0.1 0.1 0.0
H -4.4042 4.8416 -1.1637 -0.1 0.1 0.0
H -4.3882 2.4648 -0.5081 0.2 0.0 0.0
H -1.1860 3.7868 0.4379 0.1 -0.1 0.0
H 3.4141 -2.4428 -1.1522 -0.1 -0.1 0.0
H 1.3588 -5.1734 -0.1539 0.2 0.1 0.0
H 2.4939 -4.5440 -1.3671 0.0 0.0 0.2
H -1.0358 -4.4898 -0.2112 0.0 -0.1 0.1
H -0.5910 -2.8026 0.1036 0.0 0.0 0.1
H -1.7029 -2.0941 -1.9723 0.0 0.1 -0.1
H -2.0549 -3.7730 -2.3806 0.1 0.0 -0.1
H -3.4589 -3.9544 -0.3061 -0.1 -0.1 0.0
H -4.0566 -2.8096 -1.5025 -0.1 -0.1 0.0
H -2.5554 -2.0899 1.0517 0.1 0.1 0.1
H -3.0086 -0.9391 -0.2112 0.1 0.0 0.0
H -5.4014 -1.5503 0.1128 -0.1 -0.1 0.0
H -4.9402 -2.6655 1.3972 -0.1 -0.1 0.0
H -4.4402 0.3472 1.4078 0.0 0.2 0.0
```
Forces are in eV/Å.

Net charge: +1
Molecular weight in g mol⁻¹: 469.6
Structure (SMILES): CCCCCCCC[n+]1cccc(C(=O)N2c3c(nc(NC(=O)C(C)C)[nH]c3=O)NC[C@@H]2C)c1
Relative energy (zero: lowest compared OMol25 entry of this formula, charge and spin) in kJ/mol: 0.00
E_LUMO in eV: -3.2
Total energy in eV: -41606.20285
HOMO in eV: -10.85
Kohn-Sham gap in eV: 7.68

***

(2)
The following is a DFT calculation (wB97M-V/def2-TZVPD) of the molecule C25H37NO4.

XYZ file:
```
67
Properties=species:S:1:pos:R:3:forces:R:3
C -3.2756 -2.7811 3.1779 0.1 0.2 -0.2
H -2.6380 -2.8892 4.0501 0.0 0.0 0.1
H -4.2857 -2.5466 3.5097 -0.1 0.0 0.1
C -2.7295 -1.6811 2.2739 0.1 -0.2 0.2
N -3.5533 -1.5028 1.0957 -0.2 0.2 0.3
C -3.2510 -1.9449 -0.1382 -0.6 0.2 -0.1
O -2.2038 -2.5029 -0.4177 0.4 -0.3 -0.2
C -4.3130 -1.6332 -1.1791 0.0 0.1 -0.1
H -4.0609 -2.1757 -2.0911 0.0 -0.1 0.1
H -5.2863 -1.9785 -0.8238 0.0 -0.1 0.0
C -4.3616 -0.1288 -1.4675 0.1 -0.2 -0.1
H -5.1758 0.0811 -2.1643 0.0 0.0 0.1
H -4.5669 0.4199 -0.5448 0.0 0.0 0.0
C -3.0370 0.3728 -2.0572 -0.2 0.2 0.2
C -3.0005 1.8706 -2.0934 0.0 -0.1 -0.2
C -2.4397 2.6552 -1.1856 0.0 0.1 0.2
C -1.6925 2.2164 0.0376 0.2 -0.1 -0.3
H -1.9393 2.8997 0.8536 0.0 -0.1 0.1
C -0.1783 2.2689 -0.1965 -0.2 0.3 0.3
H 0.0726 1.6397 -1.0551 0.0 0.0 0.0
C 0.3342 3.6956 -0.5078 0.3 -0.5 -0.6
O -0.2789 4.6882 0.2716 -0.2 0.3 0.4
H 0.1207 4.6411 1.1527 -0.1 0.1 0.0
H 0.1400 3.9673 -1.5492 0.0 -0.1 0.1
C 1.8265 3.5802 -0.1936 -0.3 0.1 0.3
H 2.3418 3.0224 -0.9739 0.0 -0.1 -0.1
H 2.2948 4.5556 -0.0733 0.1 0.0 -0.1
C 1.8426 2.7981 1.1212 0.2 -0.4 -0.4
H 2.7924 2.2654 1.2611 -0.1 0.0 0.0
O 1.6677 3.7336 2.1750 0.0 0.4 0.3
H 1.7221 3.2731 3.0185 0.0 0.0 0.0
C 0.6461 1.8114 1.0260 0.1 0.0 -0.1
C 1.1052 0.3825 0.9941 -0.1 0.1 0.0
C 0.5733 -0.6150 0.3097 0.2 -0.2 0.2
C 1.0945 -2.0259 0.3535 0.2 0.1 -0.3
H 2.0099 -2.0615 0.9557 -0.1 0.1 -0.1
C 1.3833 -2.5359 -1.0665 0.1 0.2 0.2
H 1.7954 -3.5431 -0.9854 0.0 -0.1 0.0
C 2.3434 -1.6310 -1.8457 -0.1 -0.2 0.0
C 3.6382 -1.4064 -1.1178 0.0 0.1 -0.1
C 3.9924 -0.1397 -0.6731 0.0 0.0 0.0
C 5.1769 0.0663 0.0122 0.1 0.1 0.1
C 6.0276 -0.9961 0.2622 0.1 0.0 0.1
C 5.6888 -2.2625 -0.1839 0.1 -0.1 0.0
C 4.5052 -2.4642 -0.8700 0.0 0.0 0.0
H 4.2512 -3.4543 -1.2199 0.0 -0.1 0.0
H 6.3515 -3.0953 0.0021 0.1 -0.1 0.0
H 6.9522 -0.8380 0.7979 0.1 0.0 0.0
H 5.4378 1.0595 0.3498 0.0 0.1 0.0
H 3.3308 0.6931 -0.8657 -0.1 0.1 0.0
H 1.8624 -0.6682 -2.0298 0.0 0.0 -0.1
H 2.5470 -2.0973 -2.8137 0.0 0.1 0.0
H 0.4335 -2.6039 -1.6038 0.0 -0.1 0.0
O 0.1801 -2.8789 1.0058 -0.3 -0.3 0.0
H -0.6262 -2.9149 0.4547 0.1 0.0 0.2
H -0.3015 -0.4805 -0.3104 -0.2 0.1 -0.2
H 1.9646 0.1736 1.6212 0.1 -0.1 0.1
H 0.0385 1.9437 1.9322 0.1 0.1 0.0
H -1.9729 1.2060 0.3369 -0.1 -0.1 0.1
H -2.4783 3.7275 -1.3181 -0.1 0.2 -0.1
H -3.5208 2.3214 -2.9287 0.0 0.2 -0.1
H -2.2131 -0.0115 -1.4575 0.1 -0.1 0.0
H -2.9226 -0.0227 -3.0686 0.1 -0.1 0.0
H -4.4742 -1.1223 1.2504 0.1 0.0 -0.2
H -2.6954 -0.7300 2.8150 0.1 -0.1 -0.1
H -1.7202 -1.9379 1.9490 -0.1 0.2 0.1
H -3.2927 -3.7275 2.6436 0.0 -0.1 0.0
```
Forces are in eV/Å.

Molecular weight in g mol⁻¹: 415.6
Structure (SMILES): CCNC(=O)CCC/C=C\C[C@@H]1[C@@H](/C=C/[C@@H](O)CCc2ccccc2)[C@H](O)C[C@@H]1O
Relative energy (zero: lowest compared OMol25 entry of this formula, charge and spin) in kJ/mol: 0.00
E_LUMO in eV: 0.6
Total energy in eV: -36205.93964
HOMO in eV: -8.91
Kohn-Sham gap in eV: 9.53

***

(3)
The following is a DFT calculation (wB97M-V/def2-TZVPD) of a structure of composition C25H37O2Tm.

XYZ file:
```
65
Properties=species:S:1:pos:R:3:forces:R:3
O 2.0347 -0.6229 -1.4573 1.6 -2.1 -1.0
C 2.5397 -1.9872 -1.9550 -1.1 0.9 0.1
C 3.9613 -1.5166 -1.8904 -0.2 -0.2 0.1
H 2.2151 -2.1782 -2.9771 -0.4 0.0 0.1
H 2.2391 -2.8246 -1.3131 0.0 0.6 0.0
C 3.4444 -0.1472 -1.4377 -0.1 -0.3 0.4
H 4.4827 -1.5428 -2.8346 0.3 -0.1 -0.1
H 4.4488 -2.0668 -1.0943 0.7 0.2 -0.1
C 3.5616 1.0130 -2.4110 0.3 0.3 0.0
H 2.7222 1.0047 -3.1172 0.3 -0.1 0.2
H 4.4944 0.9766 -2.9879 -0.1 -0.1 0.2
H 3.5447 1.9701 -1.8814 -0.1 -0.1 -0.1
C 3.9259 0.0742 -0.0222 0.2 0.6 0.6
H 3.7048 -0.7800 0.6221 0.0 0.0 -0.4
H 3.5187 0.9414 0.4965 -0.3 0.2 -0.3
H 5.0139 0.1987 -0.0246 0.0 0.0 -0.2
Tm -0.1963 -0.3169 -1.0613 0.1 -0.7 4.9
C 0.1578 -0.5548 1.7765 0.0 -0.8 0.2
C -1.1564 -0.9672 1.4053 0.5 -0.7 0.1
C -1.0441 -2.1959 0.6833 0.7 0.1 0.2
H -2.0693 -0.4845 1.7413 0.2 -0.2 -0.3
C 0.3629 -2.5148 0.5928 -0.5 0.0 0.3
C 1.0874 -1.5195 1.3060 -0.8 0.0 0.0
H 2.1422 -1.5477 1.5892 -0.4 0.0 -0.4
H 0.4254 0.2699 2.4369 -0.3 -0.2 -0.4
H -1.8591 -2.8878 0.4447 0.3 0.4 -0.1
H 0.7859 -3.4300 0.1665 -0.3 0.3 0.2
C -1.3023 2.3814 0.9933 0.2 0.0 0.7
C 0.1401 2.1260 0.5734 0.4 0.4 0.6
C 0.2392 2.1025 -0.8125 -1.2 0.5 -1.0
H 0.9688 2.2322 1.2680 -0.2 0.1 -0.2
C -1.1236 1.9150 -1.3382 1.1 1.8 0.1
C -2.0188 2.0058 -0.2806 -0.5 -0.8 -0.3
H -3.0856 2.1242 -0.3990 -0.1 -0.3 0.1
H -1.4145 3.4811 1.1248 0.0 0.1 0.0
H 1.0836 2.3891 -1.4460 -0.1 -0.4 0.3
H -1.3361 1.7631 -2.4012 -0.2 0.4 0.4
O -0.3571 -0.4140 -3.1341 0.0 -0.7 -6.1
C 0.5757 -0.2283 -4.3745 -0.8 -0.3 1.5
C -0.0553 -0.9263 -5.5604 -0.2 0.0 -0.1
H 1.4968 -0.7095 -4.0604 0.1 0.3 0.0
H 0.7099 0.8376 -4.5730 -0.1 -0.1 0.5
C -1.3603 -1.5510 -5.0702 -0.6 -0.4 0.2
H 0.5932 -1.6947 -5.9802 0.1 0.1 0.1
H -0.2582 -0.2083 -6.3549 0.0 0.0 0.0
C -1.5889 -1.1194 -3.6079 0.9 0.2 0.0
H -1.3172 -2.6537 -5.1079 0.0 0.5 -0.1
H -2.1928 -1.2132 -5.6972 0.1 -0.2 0.2
H -1.6568 -2.0112 -2.9798 -0.4 0.2 0.1
H -2.4576 -0.4558 -3.4892 0.4 -0.2 0.1
C -1.7384 -0.2570 5.2286 0.1 -0.3 -0.2
C -2.5367 0.9948 4.8231 0.2 -0.1 0.0
C -4.0434 0.6874 4.7867 -0.1 0.0 -0.2
C -2.2486 1.9566 5.9897 0.1 0.5 -0.1
C -2.0955 1.5001 3.4640 0.2 0.4 -0.4
C -1.7667 1.8571 2.3438 -0.1 -0.2 0.5
H -2.1245 -0.6317 6.1901 0.0 0.0 -0.4
H -0.6928 0.0249 5.3919 -0.1 -0.1 -0.1
H -1.7627 -1.0468 4.4729 -0.1 0.1 0.1
H -4.3897 0.2886 5.7539 0.2 0.1 -0.3
H -4.6230 1.5944 4.5699 0.2 -0.2 0.0
H -4.2596 -0.0484 4.0028 0.0 0.1 0.2
H -1.1618 2.0780 6.0879 -0.3 0.2 0.0
H -2.7148 2.9386 5.8669 0.1 -0.1 -0.1
H -2.6124 1.5276 6.9393 0.0 0.0 -0.4
```
Forces are in eV/Å.

Molecular weight in g mol⁻¹: 538.5
Relative energy (zero: lowest compared OMol25 entry of this formula, charge and spin) in kJ/mol: 179.82
E_LUMO (alpha / beta) in eV: 0.0 / 0.0
Total energy in eV: -60142.69393
HOMO (alpha / beta) in eV: -3.85 / -4.89
2S+1: 3
Kohn-Sham gap (alpha / beta) in eV: 3.86 / 4.90
Expectation value of S²: 2.029